No. 1
{
  "formula": "C18H20IrN6O3S",
  "method": "ωB97M-V with the def2-TZVPD basis set",
  "elements": ["Ir", "C", "C", "N", "N", "C", "S", "N", "N", "H", "H", "H", "H", "H", "H", "O", "N", "C", "C", "C", "C", "C", "C", "N", "C", "C", "C", "C", "C", "C", "C", "O", "O", "C", "C", "H", "H", "H", "H", "H", "H", "H", "H", "H", "H", "H", "H", "H", "H"],
  "xyz": [[0.393, -2.992, 0.021], [0.334, -5.789, 4.446], [1.416, -5.298, 3.565], [2.674, -5.557, 3.671], [3.282, -4.913, 2.629], [2.427, -4.257, 1.866], [2.643, -3.285, 0.481], [1.228, -4.494, 2.434], [0.048, -3.910, 1.930], [0.791, -6.215, 5.337], [-0.240, -6.578, 3.955], [-0.343, -4.989, 4.747], [4.284, -4.989, 2.519], [-0.294, -3.240, 2.622], [-0.660, -4.639, 1.844], [0.271, -5.145, -1.758], [-0.167, -4.471, -0.956], [-2.498, 4.919, 1.923], [-2.181, 4.423, 0.545], [-2.700, 5.099, -0.573], [-2.487, 4.678, -1.912], [-1.700, 3.608, -2.153], [-1.074, 2.930, -1.039], [-0.254, 1.923, -1.236], [0.418, 1.552, -2.387], [0.787, 2.499, -3.357], [1.452, 2.086, -4.494], [1.763, 0.743, -4.671], [1.450, -0.193, -3.681], [0.802, 0.193, -2.525], [0.545, -0.810, -1.462], [0.804, -2.035, -1.723], [0.121, -0.508, -0.322], [-1.365, 3.326, 0.339], [-0.750, 2.631, 1.506], [-3.368, 5.572, 1.914], [-1.665, 5.503, 2.325], [-2.690, 4.100, 2.615], [-3.337, 5.960, -0.401], [-2.999, 5.179, -2.721], [-1.616, 3.190, -3.146], [-0.094, 1.248, -0.456], [0.630, 3.554, -3.178], [1.755, 2.820, -5.228], [2.280, 0.423, -5.566], [1.717, -1.233, -3.806], [0.087, 1.979, 1.271], [-1.518, 2.038, 2.015], [-0.398, 3.365, 2.233]],
  "atomic_forces_ev_per_a": [[0.2503, -1.2246, 0.0299], [-0.0454, -0.0586, 0.0045], [-0.0158, -0.0021, -0.0677], [0.0610, 0.0223, 0.0549], [-0.0090, -0.0436, 0.0318], [0.0148, 0.1039, -0.1769], [0.1808, 0.3476, 0.0256], [-0.0138, -0.2000, 0.2127], [-0.0591, 0.1408, -0.1071], [-0.0132, 0.0123, 0.0099], [-0.0061, 0.0304, -0.0138], [0.0210, 0.0025, 0.0193], [-0.0184, 0.0193, -0.0205], [-0.0188, 0.0162, -0.0387], [0.0029, -0.0300, 0.0024], [0.2565, -0.1493, -0.0313], [-0.6084, 0.5444, 0.1887], [0.0311, 0.0648, 0.0584], [-0.0154, 0.0123, 0.0532], [0.0431, -0.1695, -0.0685], [0.0127, 0.0342, -0.0541], [-0.0913, 0.1028, -0.1273], [-0.0301, 0.0911, 0.0306], [0.2074, 0.0183, -0.1629], [-0.1463, -0.0273, 0.2378], [0.0391, 0.0726, -0.1629], [-0.0219, 0.0906, -0.0004], [-0.0444, 0.1368, -0.0037], [-0.1071, -0.0935, 0.2301], [0.1802, -0.0052, -0.2644], [0.0076, -0.8085, 0.2620], [-0.0072, 0.5620, -0.1325], [-0.0140, 0.5907, -0.0615], [-0.0035, 0.0391, 0.1859], [0.0098, -0.0536, -0.0183], [-0.0330, -0.0149, -0.0164], [0.0260, -0.0351, -0.0126], [-0.0447, 0.0180, -0.0211], [-0.0001, 0.0201, 0.0006], [-0.0148, 0.0274, 0.0210], [0.0058, -0.0366, -0.0065], [-0.0115, -0.1642, -0.0659], [0.0050, 0.0123, 0.0289], [0.0103, -0.0190, -0.0212], [0.0166, -0.0112, -0.0035], [0.0098, -0.0001, -0.0161], [-0.0045, 0.0071, 0.0046], [-0.0102, 0.0132, 0.0070], [0.0160, -0.0061, -0.0239]],
  "lowdin_charge": [1.05, 0.03, -0.28, 0.18, 0.09, -0.68, 0.74, -0.07, -0.01, 0.11, 0.11, 0.09, 0.19, 0.15, 0.14, 0.12, -0.18, 0.00, -0.18, 0.14, 0.03, 0.05, -0.09, 0.24, -0.11, 0.04, 0.01, 0.05, 0.06, -0.03, -0.55, -0.16, -0.04, -0.06, 0.02, 0.10, 0.12, 0.10, 0.15, 0.15, 0.14, 0.13, 0.14, 0.14, 0.14, 0.14, 0.09, 0.13, 0.12],
  "homo_energy_ev": [-16.4, -16.4],
  "multiplicity": 1,
  "energy_ha": -1753.608744,
  "total_charge": 3,
  "homo_lumo_gap_ev": [3.82, 3.85]
}

=====

No. 2
{
  "formula": "C3H10NO",
  "method": "ωB97M-V with the def2-TZVPD basis set",
  "elements": ["C", "N", "H", "H", "H", "H", "C", "O", "C", "H", "H", "H", "H", "H", "H"],
  "xyz": [[0.015, -1.793, -1.863], [-0.154, -1.998, -0.568], [-0.178, -2.697, -2.460], [0.758, -0.940, -2.194], [-0.542, -1.353, 0.102], [0.200, -2.870, -0.201], [-0.308, 1.552, 0.293], [-0.568, 0.179, 0.909], [0.969, 1.865, 0.941], [-0.446, 1.954, -0.739], [-1.069, 2.175, 0.831], [-1.277, 0.425, 1.581], [1.974, 1.306, 0.771], [1.212, 2.885, 0.695], [0.933, 1.928, 2.090]],
  "atomic_forces_ev_per_a": [[2.3828, -0.3472, 1.7034], [0.3738, -0.4201, -2.4897], [0.9342, 0.4300, -0.1947], [-3.0159, -0.5573, 0.0830], [0.9969, 2.0855, 0.8813], [-1.4873, -1.1700, -0.0965], [-1.1373, 0.3596, 2.8289], [-2.4882, 1.0571, -0.5888], [3.5666, 1.2239, 2.0118], [0.2125, -1.9966, 0.0375], [0.5541, -0.2533, -0.5546], [1.3543, -0.9746, -1.2614], [-2.1227, 0.3546, -0.3895], [0.3293, 0.6607, -0.3004], [-0.4531, -0.4520, -1.6704]],
  "lowdin_charge": [0.19, 0.17, 0.12, 0.18, 0.07, 0.15, -0.24, -0.17, -0.15, 0.13, 0.12, 0.13, 0.11, 0.07, 0.11],
  "homo_energy_ev": -14.8,
  "multiplicity": 1,
  "energy_ha": -249.904473,
  "total_charge": 1,
  "homo_lumo_gap_ev": 8.11,
  "e_above_lowest_ev": 4.0636
}

=====

No. 3
{
  "formula": "C44H40N6O2S2Tl",
  "method": "ωB97M-V with the def2-TZVPD basis set",
  "elements": ["Tl", "C", "C", "C", "C", "C", "C", "C", "C", "C", "H", "H", "H", "H", "H", "H", "H", "H", "H", "H", "H", "H", "N", "C", "C", "C", "C", "C", "C", "S", "N", "C", "C", "C", "C", "C", "C", "N", "H", "H", "H", "H", "H", "H", "H", "H", "H", "S", "C", "N", "C", "C", "C", "C", "C", "C", "H", "H", "H", "H", "H", "C", "H", "H", "H", "O", "C", "N", "C", "C", "O", "N", "C", "C", "C", "C", "C", "C", "C", "C", "C", "C", "C", "C", "H", "H", "H", "H", "H", "H", "H", "H", "H", "H", "H"],
  "xyz": [[-0.256, 0.449, 0.683], [2.595, 2.950, 0.336], [1.665, 3.314, 1.453], [1.723, 2.916, 2.796], [0.683, 3.247, 3.574], [0.497, 2.563, 4.947], [-0.418, 3.991, 3.127], [-0.463, 4.391, 1.835], [-1.533, 5.277, 1.337], [0.665, 4.162, 1.015], [3.026, 3.879, -0.077], [2.089, 2.494, -0.544], [3.500, 2.311, 0.676], [2.540, 2.266, 3.179], [0.381, 1.466, 4.698], [-0.305, 3.092, 5.418], [1.420, 2.795, 5.460], [-1.344, 4.054, 3.668], [-2.212, 4.718, 0.727], [-1.175, 6.164, 0.828], [-2.156, 5.690, 2.157], [0.692, 4.530, 0.044], [0.936, -3.909, 2.763], [0.285, -4.140, 3.979], [0.433, -5.427, 4.617], [-0.158, -5.717, 5.779], [-1.063, -4.885, 6.346], [-1.399, -3.762, 5.641], [-0.648, -3.284, 4.474], [-1.065, -1.866, 3.543], [-0.563, -2.236, 1.934], [0.736, -2.758, 1.998], [1.870, -2.257, 1.250], [3.259, -2.816, 1.385], [4.286, -2.362, 0.582], [3.981, -1.386, -0.368], [2.692, -0.839, -0.375], [1.731, -1.078, 0.502], [1.221, -4.738, 2.230], [1.141, -6.129, 4.244], [-0.088, -6.709, 6.213], [-1.675, -5.211, 7.150], [-2.313, -3.302, 5.895], [3.575, -3.422, 2.237], [5.310, -2.584, 0.862], [4.662, -0.917, -1.074], [2.452, -0.011, -1.125], [-3.584, 1.428, -1.342], [-3.543, -0.282, -1.037], [-3.854, -0.579, 0.137], [-4.279, 0.486, 0.922], [-4.752, 0.438, 2.254], [-5.359, 1.588, 2.742], [-5.352, 2.758, 1.988], [-4.757, 2.878, 0.775], [-4.188, 1.731, 0.234], [-3.076, -0.975, -1.724], [-4.782, -0.472, 2.808], [-5.744, 1.602, 3.729], [-5.906, 3.572, 2.361], [-4.752, 3.862, 0.194], [-1.500, -3.172, 1.231], [-1.320, -2.996, 0.192], [-2.513, -2.849, 1.448], [-1.289, -4.270, 1.568], [-1.329, -2.656, -2.083], [-0.663, -1.716, -2.475], [0.065, -1.675, -3.666], [0.682, -0.380, -3.909], [0.369, 0.227, -2.430], [0.902, 1.251, -2.004], [-0.352, -0.574, -1.688], [-0.091, 0.341, -4.992], [0.147, -0.057, -6.309], [-0.696, 0.356, -7.308], [-1.794, 1.238, -7.013], [-1.997, 1.666, -5.694], [-1.109, 1.164, -4.681], [2.132, -0.269, -4.166], [2.970, -1.360, -3.874], [4.377, -1.241, -3.963], [5.012, -0.046, -4.166], [4.195, 1.077, -4.427], [2.792, 0.903, -4.488], [-0.240, -2.203, -4.397], [0.916, -0.804, -6.534], [-0.587, 0.019, -8.352], [-2.494, 1.562, -7.741], [-2.805, 2.376, -5.405], [-1.322, 1.491, -3.727], [2.513, -2.303, -3.694], [5.016, -2.068, -3.755], [6.060, 0.092, -4.254], [4.593, 2.084, -4.549], [2.077, 1.783, -4.755]],
  "atomic_forces_ev_per_a": [[0.1237, -0.3435, 0.0592], [2.3772, -0.8078, -0.0038], [0.4161, 0.5309, -0.8641], [1.6536, -0.7193, -1.7236], [-2.6616, -0.4912, 2.5816], [1.2573, 0.0751, -2.1266], [0.3085, -1.2605, -0.0567], [1.8365, 1.6905, -1.2886], [-1.2428, 0.7117, 0.8980], [-1.3788, -1.1035, 2.5444], [0.0177, -0.2036, 0.2085], [0.2178, -0.0929, 0.8749], [-1.5720, 0.7931, -0.6167], [-0.6693, 0.4600, -0.4136], [-0.1553, 1.1955, 0.9818], [-0.6833, -0.4386, 0.6176], [0.1933, -0.5466, 0.6766], [0.0060, 0.1784, 0.7448], [-0.4522, -0.1753, -0.7664], [0.2644, -0.0772, -0.4528], [0.3215, -0.3928, -0.1732], [-0.0443, 0.5315, -1.7119], [0.0255, -1.3259, 0.7556], [1.3141, -2.3665, -1.3535], [1.2119, 1.6282, -1.2696], [0.2291, -2.1576, 0.7804], [-1.2904, 1.3808, -0.3730], [1.1923, 1.1494, -1.6712], [-1.9564, -0.7777, 2.0153], [-0.7280, 1.2127, 0.4332], [-0.7905, -0.5326, 0.2537], [3.9892, 1.2123, -2.3536], [-1.1981, -0.1517, 2.2540], [-0.2731, 0.4402, -0.0663], [-1.1030, 0.4932, 1.0895], [-0.8160, 0.8535, -1.1982], [0.7988, 1.5301, -0.9567], [-0.3379, -1.6685, 0.0723], [-0.1236, 0.3196, 0.6846], [0.4108, -0.3622, -0.6690], [0.5285, -0.0180, -0.0393], [-0.3608, -0.0956, 0.6984], [-0.7191, 1.0738, 0.3164], [-0.7116, -0.0760, -0.1769], [0.0126, -0.3427, -0.3023], [0.1859, -0.4499, 0.1633], [0.6136, -1.0837, 1.2099], [0.1565, 0.6750, -0.9501], [1.0365, 1.0284, -0.8379], [-0.8834, -1.5188, 2.7238], [0.5039, 0.5863, -0.3592], [-0.5832, 0.7561, -1.1163], [1.2603, -0.7144, -0.7725], [-0.3990, -0.0471, 0.5316], [0.5522, 1.3943, -1.7484], [-0.4868, -1.1893, 0.3444], [-0.2278, -0.0128, -0.1462], [0.1926, -0.5428, 0.1923], [-0.5094, -0.0314, 0.7249], [-0.3737, 1.0922, 0.5316], [-0.0881, -1.5254, 0.9613], [0.7075, -0.7186, 1.3182], [0.1203, -0.4137, -0.7355], [-0.2086, -0.2549, 0.1016], [-0.5565, 1.8331, -0.6866], [-0.3020, 0.2079, -0.7571], [1.2544, 0.6130, 1.5469], [1.2204, 1.4105, 1.9798], [-1.6923, 1.1707, 1.2701], [1.4150, 0.5343, -0.3703], [-0.1452, 0.6449, -0.5746], [-1.4501, -1.7710, -1.4631], [0.7717, -1.1843, 0.2246], [-0.1620, -0.5075, -0.4145], [-1.5480, 1.0449, -0.7181], [1.0617, -0.4695, 1.6072], [0.9852, -0.5919, 0.0217], [-2.1479, 1.4954, -2.7098], [2.4233, -1.9951, 0.8635], [0.9233, 0.8875, -0.9065], [-0.9051, -0.4796, 0.5621], [-1.7429, 1.9271, -0.8499], [-1.1737, -0.6614, 0.0250], [-1.0464, 2.7303, -0.3492], [-0.9973, -1.7479, -2.2829], [-0.0776, 0.4627, 0.1527], [0.1041, 0.1151, 0.6581], [-0.2671, 0.1239, -0.8569], [0.6511, -0.7308, -0.3750], [-0.0655, 0.4097, 2.1453], [-0.1292, -0.6702, 0.4394], [0.0531, -0.8345, 0.0713], [0.8337, -0.2720, 0.2965], [0.0304, -0.3494, -0.1729], [1.6740, -1.3080, 0.5730]],
  "lowdin_charge": [0.82, -0.06, -0.31, -0.04, -0.29, -0.03, -0.03, -0.29, -0.05, -0.03, 0.08, 0.06, 0.11, 0.14, 0.10, 0.05, 0.07, 0.11, 0.06, 0.08, 0.09, 0.10, 0.05, -0.26, -0.04, -0.16, -0.14, -0.08, -0.45, 0.93, -0.48, -0.41, -0.17, -0.05, -0.14, -0.13, -0.20, -0.05, 0.14, 0.10, 0.10, 0.09, 0.08, 0.08, 0.09, 0.07, 0.11, 1.00, -0.46, 0.04, -0.29, 0.01, -0.08, -0.12, -0.11, -0.50, 0.07, 0.10, 0.09, 0.09, 0.13, -0.09, 0.04, 0.05, 0.12, 0.04, -0.50, 0.17, -0.27, -0.52, -0.06, 0.08, -0.18, -0.04, -0.08, -0.08, -0.05, -0.01, -0.19, 0.00, -0.10, -0.10, -0.06, -0.03, 0.11, 0.13, 0.10, 0.08, 0.11, 0.07, 0.10, 0.09, 0.09, 0.09, 0.15],
  "homo_energy_ev": -2.7,
  "multiplicity": 1,
  "energy_ha": -3148.584070,
  "total_charge": -1,
  "homo_lumo_gap_ev": 5.02,
  "e_above_lowest_ev": 1.8459
}